No. 1
The following is a quantum chemistry calculation of the ion C2H5N4O with charge +1 at a distorted geometry, from OMol25.

Properties
HOMO level, eV: -14.707
Net charge: +1
SMILES: [H]/N=C(N)/C=[N+]1\NO1
Maximum force, eV/A: 3.1
ΔE to the lowest compared entry with this formula, charge and spin, kcal/mol: 170.63

Last column: Löwdin charge in e.
Geometry (Å):
O -2.25056 -1.49767 0.88291  0.156
N -2.16776 -0.05432 0.70319  0.194
N -1.11522 -0.87530 0.52600  -0.082
N -0.22198 1.30710 -0.35670  0.162
N 2.09684 0.39568 -0.15925  0.149
C 0.03658 -0.95491 0.02563  0.140
C 0.68844 0.38887 -0.21476  -0.393
H 2.27736 -0.57388 -0.31974  0.079
H 0.59410 -1.86921 0.09255  0.163
H -2.79609 0.30061 -0.03394  0.178
H 2.60938 1.26071 -0.54086  0.174
H 0.24890 2.17233 -0.60502  0.081



No. 2
The following is a quantum chemistry calculation of the ion C2H5N4O with charge +1 at a distorted geometry, from OMol25.

Properties
HOMO level (alpha / beta), eV: -13.681 / -13.697
Net charge: +1
SMILES: C#[N+]/C(N[O-])=[NH+]/N
Maximum force, eV/A: 5.0
ΔE to the lowest compared entry with this formula, charge and spin, kcal/mol: 168.04

Last column: Löwdin charge in e.
Geometry (Å):
O 0.01064 -1.26033 -1.94158  0.035
N 0.47235 -1.21231 -0.79671  -0.006
N 0.36848 0.16386 1.20664  -0.063
N -0.09558 1.14330 -0.68923  0.235
N -0.83529 -0.44253 1.79481  0.097
C 0.48963 -0.07046 -0.06738  -0.298
C -0.21342 1.69584 -1.69621  0.328
H -1.40173 -0.73989 0.99853  0.090
H 1.15918 -0.14132 1.76315  0.149
H -1.15902 0.28004 2.36663  0.068
H 1.18738 -1.91127 -0.54457  0.212
H 0.01739 2.49506 -2.39408  0.153